Density functional theory data (ωB97M-V/def2-TZVPD) for 16 unconnected molecules or ions with the total composition C64H160O32 in a non-equilibrium geometry.

Geometry as XYZ:
```
256
Properties=species:S:1:pos:R:3:forces:R:3
C 2.2942 -3.3709 -4.9848 -0.2281 -0.1575 -0.4985
O 1.1841 -3.4962 -5.8008 -2.3469 1.6442 -2.2080
C 0.9033 -2.3552 -6.6912 -0.3715 -0.8450 0.0547
C -0.5474 -2.4699 -7.2260 0.0438 -0.0631 0.5858
O -1.4149 -2.2071 -6.1453 -0.8642 -0.4303 0.9080
C -2.8093 -2.1922 -6.4305 0.0796 0.4008 -0.9597
H 3.1518 -3.2996 -5.6538 0.6801 0.0546 0.5265
H 2.2386 -4.3240 -4.4588 0.7648 0.2507 0.4795
H 2.1701 -2.4987 -4.3429 0.4858 -0.0382 0.3291
H 1.6274 -2.2879 -7.5032 0.0657 -0.6848 -0.4033
H 1.0483 -1.3696 -6.2488 -0.3018 -0.0987 0.8809
H -0.7522 -3.4543 -7.6471 0.2135 -0.3524 0.0998
H -0.8292 -1.7636 -8.0068 0.7067 0.3821 -0.3642
H -3.4065 -2.0296 -5.5333 0.4413 0.1180 0.0915
H -3.2603 -3.0314 -6.9602 0.6406 -1.0255 0.3332
H -3.0321 -1.4325 -7.1796 0.0507 0.8324 0.1930
C 5.1405 -3.9834 -2.3730 0.8848 0.1679 2.0499
O 5.0197 -3.1676 -1.1546 -0.6166 0.1150 -2.0596
C 4.8508 -3.8548 0.0599 0.6052 0.4097 0.4423
C 4.4953 -2.7973 1.1277 1.7053 0.2066 -0.2607
O 5.6557 -1.9131 1.3420 -1.3503 -1.2866 -1.9053
C 5.3343 -0.9368 2.2632 1.5019 0.5236 0.8793
H 4.2311 -4.5226 -2.6382 -0.1517 0.2352 0.0194
H 5.9160 -4.7136 -2.1415 0.0588 -0.3599 -0.2296
H 5.5352 -3.3764 -3.1878 -0.4037 0.2744 0.2016
H 5.7949 -4.3281 0.3294 0.2442 -0.0849 0.2208
H 4.1346 -4.6723 -0.0241 -0.4720 0.1411 0.1906
H 4.3359 -3.2260 2.1171 -0.5337 -0.4440 -0.0536
H 3.6508 -2.1962 0.7910 -0.2139 0.0254 0.0526
H 5.3148 -1.4323 3.2339 -0.8057 0.3320 0.4808
H 4.5002 -0.2732 2.0349 -0.5327 -0.4308 -0.0423
H 6.1958 -0.2716 2.3202 0.1386 0.1069 -0.0177
C -2.6815 -4.6399 -3.4127 -0.9916 -0.5998 -0.1049
O -3.8935 -5.3545 -3.0009 0.4686 1.3128 -1.3199
C -4.0432 -5.5546 -1.6422 1.0706 -0.1344 1.4725
C -3.6948 -4.3914 -0.7004 -1.3512 0.1400 -0.5215
O -4.1895 -3.1407 -1.1570 0.4373 0.8138 -0.2976
C -5.5607 -3.0552 -1.6313 1.9035 -0.7971 0.2645
H -1.7945 -5.1076 -2.9855 0.0918 -0.0642 0.0264
H -2.6855 -3.5703 -3.2029 -0.2604 -0.0323 0.5664
H -2.6508 -4.6965 -4.5008 0.0348 -0.3771 0.0833
H -3.3767 -6.3678 -1.3548 0.2269 -0.4161 0.3423
H -5.0331 -5.8914 -1.3345 -0.3286 0.0266 -0.9545
H -2.6311 -4.3280 -0.4710 -0.0408 0.4387 -0.2520
H -4.2135 -4.6203 0.2305 0.1219 -0.2206 0.4594
H -5.5913 -3.5263 -2.6138 -0.3726 -0.1533 -0.0188
H -5.7570 -1.9902 -1.7551 -0.3152 -0.2169 0.4228
H -6.1644 -3.5993 -0.9049 -0.6204 0.3856 -0.1372
C -8.0175 -2.3522 5.0580 1.1339 0.2376 -0.4165
O -6.6313 -2.0314 4.7473 -1.2685 -0.3163 0.3854
C -6.0263 -3.0194 3.9280 1.7161 1.7878 0.4501
C -4.4793 -2.5480 3.7136 -2.1681 0.8124 0.6793
O -4.4481 -1.1215 3.4673 1.6152 -0.3727 -0.6448
C -3.0478 -0.7467 3.1847 -1.2052 -0.8923 0.6079
H -8.4662 -1.4799 5.5332 0.2159 -0.1052 0.0626
H -8.0904 -3.2317 5.6979 0.1274 -0.0217 0.2751
H -8.5929 -2.5831 4.1615 0.0587 0.1005 -0.3200
H -6.5860 -3.0446 2.9930 0.2434 -0.3240 -0.3192
H -6.0616 -3.9657 4.4678 0.1980 -0.3997 -0.3095
H -4.0161 -3.1390 2.9235 0.0478 0.0358 -0.2092
H -3.9137 -2.6392 4.6409 -0.1023 -0.7212 0.1889
H -2.7992 -1.0968 2.1828 0.0848 0.3999 -0.2006
H -2.3708 -1.2536 3.8723 -0.0415 -0.3884 0.1293
H -2.8407 0.3039 3.3882 -0.6438 0.1424 -0.5040
C 4.0882 -0.0523 -2.0090 0.5187 0.8816 0.8530
O 4.6494 0.9799 -2.8688 -1.0436 -1.4670 0.2258
C 3.7100 1.6238 -3.7034 -0.5000 0.5700 0.5693
C 4.3234 2.9591 -4.0221 0.1889 0.4052 -0.8026
O 4.6751 3.7335 -2.8813 1.8848 -0.1134 0.3399
C 6.1213 3.9742 -2.8284 -0.2611 -0.4051 -0.5617
H 3.6883 -0.9623 -2.4562 -0.1386 0.3161 -0.6517
H 3.3656 0.4054 -1.3334 -0.5721 -0.0245 -0.3435
H 4.8445 -0.3986 -1.3045 0.5450 0.0954 -0.4322
H 2.7042 1.7942 -3.3195 -0.0356 -0.1448 1.2900
H 3.4222 1.0913 -4.6099 0.7487 -0.3732 -0.5294
H 3.6749 3.6020 -4.6172 -0.4212 -0.2244 -0.1613
H 5.1527 2.7112 -4.6846 0.6188 0.4179 0.2490
H 6.5111 4.5555 -1.9928 -1.0996 0.4114 0.1999
H 6.4181 4.4660 -3.7548 0.0300 0.1932 -0.0286
H 6.7330 3.0756 -2.7477 -0.5106 -0.5927 -0.2118
C -7.9412 0.8372 -4.3287 0.6068 1.4048 -1.6048
O -7.6499 0.4883 -3.0434 1.2563 -0.6057 2.8414
C -6.4330 1.0608 -2.3531 -1.7647 -0.3848 -1.9180
C -5.0950 0.6002 -2.9084 0.8308 1.3133 -0.2551
O -4.5499 1.5991 -3.8278 0.1185 -0.7036 -0.2866
C -3.1904 1.3362 -4.2392 -0.7657 -0.3587 0.4251
H -7.0867 0.6860 -4.9884 0.0702 -0.3714 -0.3473
H -8.1726 1.8940 -4.4621 0.0266 0.5724 0.3387
H -8.8322 0.3636 -4.7408 0.1565 -0.6798 0.4784
H -6.5323 0.7752 -1.3059 -0.1881 -0.1316 -0.2201
H -6.5233 2.1428 -2.4489 0.2359 0.1331 0.1250
H -5.1304 -0.3988 -3.3431 -0.1046 -0.0261 -0.2245
H -4.3988 0.5892 -2.0698 0.1342 -0.3224 0.2612
H -2.7971 2.1313 -4.8727 -0.3995 0.3127 0.2924
H -3.0864 0.4278 -4.8326 -0.3074 -0.3110 -0.0449
H -2.5577 1.2038 -3.3616 0.1758 0.1700 0.1764
C 0.3726 1.8587 -8.1729 0.1865 0.4563 -0.9834
O -0.1983 2.1725 -9.4398 -0.9574 -0.7183 -0.4671
C -0.3061 1.0112 -10.3055 0.9295 1.5488 -0.3394
C -0.6325 1.3821 -11.7764 0.1441 -0.0874 0.5805
O 0.3511 2.2065 -12.4069 -0.2065 -0.3244 -0.2906
C 0.3846 2.1185 -13.8473 -0.9783 -0.2622 0.5181
H -0.2021 1.1334 -7.5969 -0.0271 -0.3166 -0.0939
H 0.4308 2.7752 -7.5857 -0.0742 0.0539 -0.1700
H 1.3862 1.5324 -8.4056 0.2267 -0.4024 0.6021
H -1.0667 0.3087 -9.9646 -0.1710 -0.0143 0.1749
H 0.6722 0.5310 -10.2864 0.1241 -0.3415 -0.0514
H -1.6371 1.8037 -11.8087 -0.0276 0.6079 -0.0755
H -0.7498 0.4260 -12.2866 0.3123 -0.2856 -0.2173
H 0.8382 1.1951 -14.2073 0.5828 0.0180 0.2177
H 0.8293 3.0120 -14.2855 0.3626 -0.1646 0.4206
H -0.6156 2.0657 -14.2772 -0.4334 0.1954 0.2158
C 4.2254 1.1068 4.9771 2.2706 0.9360 0.1516
O 5.0891 2.0685 4.4278 1.0170 1.8625 -1.9449
C 6.1736 2.6256 5.1824 -1.4934 -1.2153 -0.1225
C 7.1771 1.5497 5.6184 0.3479 1.3177 -0.3992
O 7.8673 0.9238 4.5401 -1.2015 -0.9036 0.7966
C 8.6574 1.6738 3.6829 -0.2457 0.9466 -0.6608
H 4.3197 1.3180 6.0423 -1.0889 -0.6087 0.4961
H 4.7386 0.1809 4.7174 -1.0938 -0.7068 0.2965
H 3.2721 1.3286 4.4974 -0.2217 -0.6887 0.4168
H 5.6804 3.1199 6.0193 0.4392 -0.0150 0.7269
H 6.5864 3.4356 4.5811 0.1971 -0.3199 -0.1628
H 6.6881 0.7991 6.2393 -0.0456 -0.3345 -0.4905
H 7.8561 2.0456 6.3120 0.5473 0.1247 0.0278
H 8.1724 2.5252 3.2053 -0.5526 0.5437 0.5484
H 8.8202 1.1089 2.7650 0.7193 -0.6471 0.5059
H 9.5412 2.0556 4.1941 0.3931 -0.2221 -0.2399
C 3.2684 -6.4784 2.1642 0.7123 0.9241 -0.9146
O 4.7020 -6.5540 2.2333 -0.6302 -1.2436 -0.5043
C 5.1935 -6.6184 3.5332 0.6022 0.0539 1.5745
C 6.5983 -7.2783 3.6147 0.0121 0.1263 -1.2453
O 6.5152 -8.6778 3.4415 -0.5084 -1.2380 -0.3468
C 5.9535 -9.2111 2.2252 0.3848 0.4830 -0.0760
H 2.9573 -6.8907 1.2044 0.1454 0.0647 -0.0591
H 3.0734 -5.4062 2.1407 -0.6958 0.0424 0.1167
H 2.6575 -6.9646 2.9248 0.5889 -0.1708 0.4957
H 4.5643 -7.2235 4.1859 -0.3042 -0.3741 -0.0809
H 5.0907 -5.6154 3.9472 0.7176 0.3187 0.3888
H 7.2541 -7.1857 4.4804 -1.0757 0.3431 0.8352
H 7.2902 -6.8320 2.9005 -0.2802 0.0881 -0.9503
H 6.5664 -8.9043 1.3776 -0.1016 0.3718 -0.1942
H 4.9125 -8.9373 2.0535 0.0943 0.3073 0.1238
H 5.9739 -10.3000 2.1797 0.3217 -0.0375 0.8528
C -0.8908 4.1024 2.5709 0.0452 -1.3290 -0.2104
O -0.5098 4.2221 3.9360 1.3530 -1.2318 0.0851
C 0.4836 3.2040 4.3492 -0.7834 0.9536 -0.2838
C 0.8727 3.4141 5.7990 -1.3377 0.1146 0.1502
O -0.3894 3.4512 6.4779 -0.0273 0.1329 0.2714
C -0.3900 3.1708 7.8627 0.4379 0.6697 -0.0644
H -0.1102 4.2223 1.8197 0.4268 0.9873 0.2570
H -1.8005 4.6605 2.3493 0.4290 0.4889 0.3547
H -1.1467 3.0731 2.3196 -0.4312 -0.6318 0.4123
H 1.3453 3.2027 3.6817 0.1327 0.2675 -0.1129
H 0.0978 2.1847 4.3634 -0.7354 -0.0815 -0.5852
H 1.4731 4.3131 5.9386 -0.0793 0.1844 0.2659
H 1.4005 2.5330 6.1638 0.4967 -0.0656 -0.1223
H 0.1529 3.9230 8.4350 0.5075 0.1536 -0.0345
H 0.0518 2.1975 8.0760 -0.0984 -0.2514 0.0773
H -1.3957 3.2667 8.2718 -0.1879 -0.4297 -0.4901
C -4.4123 3.8446 1.4713 0.3165 0.3876 1.4100
O -5.7022 3.9100 2.1009 0.1470 0.0348 -1.4765
C -6.4978 5.0139 1.6218 2.3266 0.0698 -0.0210
C -7.8272 5.0321 2.2519 -0.8598 -0.6269 0.7570
O -7.7000 4.4717 3.5721 0.3655 0.8611 -1.5395
C -8.7260 4.8667 4.4082 -0.9676 -0.5306 0.3075
H -3.7716 3.1995 2.0726 -0.3803 -0.3138 0.1874
H -3.9062 4.8048 1.5717 -0.1226 0.4192 -0.2737
H -4.2868 3.4904 0.4481 -0.9079 0.0388 -0.3280
H -6.5411 5.0213 0.5327 -0.2487 -0.2038 -0.2138
H -5.9978 5.9443 1.8907 0.4536 0.1379 0.1414
H -8.5449 4.5390 1.5963 -0.3269 -0.8937 0.4313
H -8.2269 6.0461 2.2668 0.2641 0.3889 0.3588
H -9.6781 4.6552 3.9214 -0.4354 -0.2507 0.1641
H -8.7826 5.9235 4.6692 0.5531 0.3207 -0.0081
H -8.6200 4.2610 5.3082 -0.2121 0.1712 0.0805
C 3.5821 2.8042 1.6686 -1.1488 0.4611 -0.4855
O 2.4751 3.4006 0.9761 -0.3206 0.2821 0.0473
C 2.6092 3.3850 -0.4547 -0.1905 -0.6035 0.5418
C 1.7269 4.4534 -1.1376 0.4775 -1.4440 1.0680
O 0.3084 4.1539 -0.9703 1.6265 1.2076 1.0856
C -0.3191 3.5649 -2.0441 -0.1156 -0.4909 -1.0709
H 3.6051 1.7397 1.4352 0.6150 -0.0698 -0.2723
H 3.4050 2.8679 2.7423 -0.0560 0.2929 -0.0988
H 4.4714 3.3817 1.4161 0.3908 -0.4741 0.0308
H 2.3224 2.4011 -0.8259 -0.1989 -0.3311 -0.0644
H 3.6732 3.4664 -0.6767 -0.0122 0.5218 -0.4491
H 2.0415 4.4971 -2.1803 -0.3119 0.0015 -0.2051
H 2.0582 5.3688 -0.6474 -0.9445 0.4419 -0.0138
H -0.2322 2.4784 -2.0556 0.3839 -0.3209 -0.0402
H 0.0975 3.9731 -2.9649 -0.1222 -0.1280 -0.3969
H -1.3941 3.7449 -2.0489 -0.0449 0.4401 0.3074
C -0.1308 -3.9546 2.0370 0.5752 -0.5248 0.2443
O -1.0799 -4.9615 1.6328 0.8387 -0.0209 -0.1900
C -0.4739 -6.1778 1.0885 -0.3687 1.5578 1.1307
C 0.2342 -5.9296 -0.2098 0.1444 0.7420 -1.1521
O 1.4343 -5.1166 -0.1972 -0.3589 -0.7910 1.3730
C 1.7255 -4.5403 -1.4416 -0.7933 -0.2914 -0.4461
H -0.5926 -3.0589 2.4525 -0.6547 -0.1982 -0.3454
H 0.5797 -3.6740 1.2596 -0.3822 0.0823 -0.2383
H 0.5002 -4.3203 2.8471 0.0219 -0.4088 0.2435
H -1.3471 -6.8115 0.9335 0.1332 -0.1053 -0.4064
H 0.1267 -6.6904 1.8400 0.3461 0.1929 0.1828
H -0.4906 -5.4041 -0.8317 -0.2093 0.1914 -0.2032
H 0.3872 -6.8815 -0.7184 0.4400 -0.2653 -0.0227
H 2.5173 -3.7915 -1.4182 0.0567 -0.2097 0.5440
H 0.8245 -4.0391 -1.7955 -0.1323 0.1679 -0.3864
H 1.9804 -5.3422 -2.1344 0.1460 0.0464 -0.4080
C -1.1750 6.4702 -0.0749 1.1359 0.3822 0.7422
O -1.6734 7.4776 0.7429 -1.4100 1.3826 1.2043
C -3.0104 7.8556 0.3823 0.3752 0.6467 0.4288
C -3.6496 9.0165 1.2261 0.7612 -1.1376 -0.1542
O -3.8143 8.6236 2.5785 0.2011 0.9884 0.4998
C -4.3208 9.6302 3.4595 -0.5409 -0.4630 0.9832
H -1.7494 5.5503 0.0348 -0.2042 -0.0658 -0.6518
H -0.1876 6.2683 0.3403 -0.0121 -0.2110 -0.1300
H -1.0048 6.8923 -1.0653 -0.3867 -0.6218 -0.5628
H -3.6013 6.9397 0.3780 -0.4562 0.0967 -0.0348
H -2.9268 8.2853 -0.6160 -0.4203 -0.1528 -0.4705
H -4.6078 9.3262 0.8088 -0.3101 -0.3931 -0.3249
H -3.0132 9.8854 1.0582 0.3989 0.1945 0.6170
H -4.2174 9.3652 4.5117 0.8545 -0.8639 -0.0579
H -5.4089 9.6888 3.4858 -0.3294 0.2818 -1.0709
H -3.8861 10.6298 3.4697 0.2544 0.0186 -0.9907
C 1.9357 -2.7677 4.6256 -0.5795 -0.4639 -0.5724
O 2.8522 -1.8161 5.0806 1.0569 0.8045 0.4549
C 2.6490 -1.2983 6.3900 -1.2178 -1.3387 0.2493
C 1.3870 -0.4879 6.4313 -0.5088 0.1418 0.8950
O 0.2679 -1.3578 6.3941 0.3932 -0.7634 -0.4734
C -0.9508 -0.6919 6.2637 -0.2808 0.1179 -0.0081
H 0.9030 -2.4215 4.5841 0.1326 0.2866 -0.1201
H 1.8824 -3.6806 5.2188 0.3919 -0.1372 0.3589
H 2.2505 -3.0310 3.6158 0.0978 -0.0456 0.0048
H 3.5151 -0.8034 6.8295 0.0969 0.2259 -0.7887
H 2.4414 -2.1237 7.0710 0.1504 -0.4395 0.1651
H 1.4071 0.2201 5.6027 -0.3550 0.2360 -0.1420
H 1.2350 0.0018 7.3931 0.7393 0.7906 0.0934
H -0.8211 0.1305 5.5603 -0.4162 0.2131 -0.0948
H -1.3252 -0.3218 7.2182 0.1318 0.3307 0.2068
H -1.7059 -1.3939 5.9100 0.1579 -0.0262 -0.1502
C 0.2263 -0.7163 -3.5541 -1.3722 0.5310 1.1925
O 0.5514 -0.3097 -2.2228 -0.9673 0.2938 1.1025
C -0.4564 -0.7343 -1.2264 1.2814 -0.4905 -0.2493
C -0.1564 -0.2464 0.2086 -0.0987 -0.6830 -1.0248
O 1.0695 -0.7234 0.7055 0.9185 0.1698 0.2165
C 1.3638 -0.2927 2.0275 -0.1909 0.9021 0.2189
H 0.1192 -1.8008 -3.5729 0.5517 -0.1661 -0.5998
H 0.8598 -0.2101 -4.2825 0.5918 -0.5647 0.3138
H -0.7650 -0.3390 -3.8055 -0.3870 0.0305 -0.0574
H -0.5152 -1.8208 -1.2905 0.1546 -0.3076 0.2010
H -1.4776 -0.4004 -1.4102 -0.0418 0.4746 -0.5912
H -0.9025 -0.6632 0.8852 -0.6717 0.1346 -0.2041
H -0.3074 0.8306 0.1350 0.6580 0.4399 0.5888
H 2.1434 -0.8506 2.5464 -0.1036 -0.6080 -0.5573
H 0.4853 -0.2595 2.6720 -0.4360 -0.4747 0.0463
H 1.7156 0.7379 2.0752 0.0637 0.3600 -0.5001
```
Forces are in eV/Å.

Summary:
Orbital gap, eV: 9.64
Energy, eV: -134456.038
Lowest unoccupied orbital energy, eV: 0.5
Multiplicity: 1
ΔE to the lowest compared entry with this formula, charge and spin, kcal per mole: 121.3